No. 1
Entry from the Open Molecules 2025 dataset: a 12-piece molecular cluster, C25H74N2O12 overall at a distorted geometry (ωB97M-V/def2-TZVPD).

Atoms and positions in Å:
1 C -2.71 -5.80 3.04
2 C -2.38 -4.31 2.94
3 O -1.33 -4.22 1.96
4 H -3.41 -6.16 2.29
5 H -3.26 -5.83 3.98
6 H -1.81 -6.39 3.15
7 H -2.10 -3.88 3.90
8 H -3.13 -3.61 2.58
9 H -0.92 -3.38 2.16
10 C -0.13 0.64 -0.28
11 C -1.05 -0.57 -0.57
12 O -1.77 -0.79 0.63
13 H 0.53 0.80 -1.13
14 H 0.55 0.41 0.54
15 H -0.60 1.63 -0.25
16 H -0.47 -1.44 -0.87
17 H -1.78 -0.39 -1.36
18 H -1.10 -0.82 1.32
19 C -0.01 -3.30 -3.55
20 C -0.31 -2.20 -4.56
21 O 0.63 -2.22 -5.62
22 H 1.05 -3.36 -3.29
23 H -0.25 -4.27 -3.97
24 H -0.62 -3.14 -2.66
25 H -0.15 -1.24 -4.07
26 H -1.32 -2.29 -4.96
27 H 0.35 -2.86 -6.28
28 C -2.88 3.09 -0.88
29 C -2.87 3.16 0.66
30 O -4.05 3.82 1.04
31 H -2.07 2.60 -1.41
32 H -3.03 4.04 -1.40
33 H -3.79 2.51 -1.07
34 H -2.05 3.80 1.01
35 H -2.82 2.17 1.11
36 H -3.85 4.43 1.77
37 C 3.10 0.94 3.18
38 C 3.81 2.21 2.97
39 O 4.24 2.56 4.21
40 H 2.32 0.95 3.94
41 H 3.74 0.10 3.46
42 H 2.58 0.60 2.28
43 H 3.25 3.02 2.50
44 H 4.63 2.02 2.28
45 H 5.09 3.00 4.25
46 C -5.49 -0.21 1.74
47 C -5.31 -0.52 0.27
48 O -4.52 -1.68 0.21
49 H -4.57 0.15 2.20
50 H -5.77 -1.04 2.39
51 H -6.23 0.57 1.86
52 H -4.88 0.33 -0.26
53 H -6.29 -0.70 -0.18
54 H -3.60 -1.47 0.01
55 C 2.49 -4.58 -0.43
56 C 2.08 -3.16 -0.50
57 O 2.38 -2.52 0.77
58 H 2.41 -5.12 -1.37
59 H 1.95 -5.04 0.40
60 H 3.56 -4.60 -0.20
61 H 1.01 -3.00 -0.57
62 H 2.59 -2.73 -1.37
63 H 3.28 -2.70 1.05
64 C 1.27 -3.17 4.05
65 C 0.70 -1.87 3.53
66 O 0.26 -2.01 2.22
67 H 2.01 -3.63 3.40
68 H 0.55 -3.92 4.37
69 H 1.84 -3.00 4.96
70 H 1.53 -1.17 3.59
71 H -0.06 -1.36 4.12
72 H 1.05 -2.28 1.74
73 C 3.92 0.09 -0.22
74 C 4.40 1.45 -0.80
75 O 3.51 1.88 -1.86
76 H 2.85 0.04 -0.04
77 H 4.37 -0.09 0.75
78 H 4.25 -0.68 -0.92
79 H 5.43 1.41 -1.16
80 H 4.23 2.11 0.05
81 H 2.89 2.47 -1.42
82 C 3.26 0.79 -5.31
83 O 3.39 0.41 -6.45
84 N 2.22 0.45 -4.56
85 N 4.15 1.45 -4.67
86 H 2.15 0.75 -3.60
87 H 1.55 -0.03 -5.14
88 H 4.86 1.89 -5.24
89 H 4.04 1.67 -3.69
90 C -0.26 2.11 3.06
91 C -1.34 2.65 4.01
92 C -1.67 1.72 5.11
93 O -0.89 3.89 4.57
94 H -0.24 2.65 2.12
95 H -0.24 1.04 2.84
96 H 0.72 2.23 3.52
97 H -2.30 2.72 3.51
98 H -1.90 0.78 4.61
99 H -2.50 1.95 5.78
100 H -0.77 1.55 5.72
101 H -1.65 4.38 4.88
102 C -0.99 2.18 -4.18
103 C -0.53 3.55 -4.65
104 C -1.01 3.94 -6.05
105 O -0.92 4.45 -3.68
106 H -0.69 1.32 -4.77
107 H -2.08 2.16 -4.15
108 H -0.81 1.88 -3.15
109 H 0.56 3.66 -4.59
110 H -0.48 3.39 -6.83
111 H -0.75 4.97 -6.29
112 H -2.08 3.79 -6.15
113 H -0.70 5.36 -3.88

Properties
HOMO energy (spin up / spin down) (eV): 0.32 / -6.99
Lowest unoccupied orbital energy (spin up / spin down) (eV): 2.28 / 2.25
2S+1: 2
Net charge: -1
Kohn-Sham gap (spin up / spin down) (eV): 1.960 / 9.235

---

No. 2
Entry from the Open Molecules 2025 dataset: a 13-piece molecular cluster, C25H75O13 overall at a distorted geometry (ωB97M-V/def2-TZVPD).

Atoms and positions in Å:
1 C 1.67 -1.44 0.10
2 C 0.49 -0.77 -0.60
3 C 0.05 0.46 0.22
4 O 0.74 -0.46 -1.94
5 H 2.63 -0.97 -0.10
6 H 1.84 -2.48 -0.18
7 H 1.62 -1.47 1.19
8 H -0.37 -1.44 -0.57
9 H -0.79 0.96 -0.25
10 H 0.80 1.25 0.25
11 H -0.16 0.15 1.25
12 C -2.62 2.02 2.49
13 C -3.56 2.96 3.32
14 C -4.72 2.26 4.13
15 O -2.86 3.70 4.23
16 H -3.19 1.47 1.74
17 H -1.95 1.36 3.03
18 H -1.91 2.64 1.95
19 H -3.98 3.65 2.59
20 H -5.39 1.76 3.42
21 H -5.38 2.86 4.76
22 H -4.29 1.44 4.72
23 H -2.58 3.09 4.91
24 C -2.61 4.40 -0.49
25 C -4.12 4.40 -0.73
26 C -4.68 5.81 -0.80
27 O -4.27 3.92 -2.04
28 H -2.02 4.99 -1.19
29 H -2.24 3.38 -0.53
30 H -2.43 4.70 0.54
31 H -4.67 3.78 -0.02
32 H -5.75 5.79 -1.00
33 H -4.14 6.42 -1.53
34 H -4.70 6.26 0.20
35 H -3.87 4.58 -2.60
36 C -0.58 -2.23 3.64
37 C -0.66 -3.68 3.62
38 C 0.47 -4.39 2.85
39 O -0.44 -4.03 4.96
40 H -1.45 -1.89 4.20
41 H -0.54 -1.89 2.61
42 H 0.35 -1.94 4.11
43 H -1.64 -4.00 3.25
44 H 0.25 -4.25 1.79
45 H 0.45 -5.43 3.16
46 H 1.45 -3.97 3.11
47 H 0.47 -3.81 5.14
48 C 2.78 1.64 3.18
49 C 3.88 0.70 2.57
50 C 4.28 1.19 1.15
51 O 5.09 0.70 3.35
52 H 2.52 1.27 4.17
53 H 1.87 1.50 2.59
54 H 3.03 2.69 3.33
55 H 3.50 -0.32 2.56
56 H 3.44 1.34 0.47
57 H 4.93 0.53 0.57
58 H 4.80 2.14 1.12
59 H 5.43 1.60 3.34
60 C 4.58 -3.79 -0.02
61 C 4.57 -4.25 -1.50
62 C 5.98 -4.03 -2.17
63 O 4.33 -5.59 -1.55
64 H 5.04 -4.51 0.66
65 H 3.54 -3.88 0.28
66 H 4.88 -2.76 0.16
67 H 3.82 -3.72 -2.09
68 H 6.10 -2.96 -2.34
69 H 6.03 -4.62 -3.09
70 H 6.72 -4.38 -1.45
71 H 3.41 -5.65 -1.28
72 C 0.70 4.12 0.87
73 O 1.08 4.71 -0.41
74 H 0.47 4.94 1.56
75 H -0.18 3.48 0.88
76 H 1.54 3.55 1.26
77 H 1.20 4.00 -1.05
78 C -1.36 -0.16 -5.05
79 O -0.02 0.12 -4.78
80 H -1.95 0.76 -4.99
81 H -1.41 -0.56 -6.07
82 H -1.87 -0.79 -4.33
83 H 0.18 0.11 -3.84
84 C -0.25 -3.91 -2.99
85 O -0.21 -2.69 -3.71
86 H -0.02 -3.70 -1.95
87 H -1.21 -4.41 -3.12
88 H 0.53 -4.58 -3.37
89 H -0.04 -1.99 -3.07
90 C -2.90 -3.39 0.48
91 O -3.63 -4.61 0.27
92 H -2.20 -3.59 1.30
93 H -2.28 -3.08 -0.36
94 H -3.57 -2.56 0.69
95 H -4.08 -4.85 1.09
96 C 4.05 -0.82 -3.17
97 O 2.82 -1.01 -3.79
98 H 3.97 -1.24 -2.16
99 H 4.84 -1.37 -3.67
100 H 4.42 0.20 -3.05
101 H 2.13 -0.92 -3.13
102 C -3.64 0.44 -1.94
103 O -4.87 0.98 -2.34
104 H -3.27 0.87 -1.01
105 H -3.80 -0.59 -1.62
106 H -2.88 0.64 -2.69
107 H -4.81 1.94 -2.44
108 C -0.38 2.74 -2.67
109 O 0.92 2.53 -2.21
110 H -1.03 2.12 -2.05
111 H -0.73 3.76 -2.54
112 H -0.51 2.46 -3.71
113 H 1.02 1.59 -2.05

Properties
HOMO energy (eV): -5.48
Lowest unoccupied orbital energy (eV): 2.08
Net charge: -1
Kohn-Sham gap (eV): 7.566